Computed, not measured: a structure of composition C40H39BrF9IMnNO4P2Si, with wB97M-V/def2-TZVPD.

Structure (ORCA input):
```
! RIJCOSX wB97M-V def2-TZVPD def2/J DEFGRID3
* xyz 1 6
Mn -1.0980 0.4173 -1.4538
C -3.6192 1.8428 1.8110
Si -1.9220 2.4352 2.1716
C -1.6390 4.2290 1.8623
C -1.3986 1.9857 3.8832
C -0.5570 1.5919 1.1480
C 0.6264 1.3674 1.0154
H -4.1524 1.7151 2.7600
H -3.6185 0.8884 1.2757
H -4.1752 2.5698 1.2084
H -1.9842 4.8047 2.7314
H -2.1791 4.5826 0.9780
H -0.5729 4.4307 1.7138
H -2.0689 2.4688 4.6057
H -0.3783 2.3333 4.0800
H -1.4408 0.9046 4.0543
C 2.7796 1.2814 2.7449
P 2.3535 1.6146 1.0401
C 2.6818 3.3190 0.6624
C 3.0109 3.7042 -0.6381
C 3.1799 5.0508 -0.9214
C 3.0234 5.9997 0.0807
C 2.7044 5.6135 1.3788
C 2.5346 4.2708 1.6755
C 3.2754 0.5052 0.0293
C 2.7598 -0.7579 -0.2478
C 3.5384 -1.6594 -0.9558
C 4.8143 -1.3005 -1.3687
C 5.3288 -0.0424 -1.0731
C 4.5600 0.8732 -0.3748
H 3.8180 1.5763 2.9069
H 2.6716 0.2077 2.9022
H 2.1218 1.8178 3.4293
H 3.1288 2.9699 -1.4209
H 3.4282 5.3550 -1.9309
H 3.1574 7.0514 -0.1484
H 2.5902 6.3580 2.1591
H 2.2802 3.9767 2.6891
H 1.7489 -1.0188 0.0483
H 3.1343 -2.6351 -1.2037
H 5.4138 -2.0039 -1.9358
H 6.3233 0.2310 -1.4007
H 4.9574 1.8562 -0.1537
F 0.7463 1.7253 -1.9284
P 0.9578 1.2069 -3.5353
F -0.6606 1.3733 -3.6502
F 0.6526 -0.2859 -2.9195
F 2.5107 1.0149 -3.2488
F 1.0552 0.6372 -4.9931
F 1.1716 2.7099 -3.9787
F -4.2573 -2.9390 -2.0884
C -4.5951 -1.6945 -1.7215
F -5.3146 -1.7679 -0.6040
F -5.3529 -1.1607 -2.6851
C -3.3228 -0.8546 -1.5284
O -3.0457 -0.4347 -0.3886
O -2.6266 -0.6603 -2.5584
C 2.6389 -4.7113 1.8944
O 1.3915 -4.1680 2.3320
C 0.6190 -4.9357 3.1291
C 0.9875 -6.1762 3.6342
C 0.1154 -6.8787 4.4602
C -1.1282 -6.3604 4.7837
C -1.5054 -5.1358 4.2516
C -0.6472 -4.4362 3.4268
N -1.0546 -3.1584 2.9179
C -0.9946 -2.7046 1.6824
C -0.7304 -3.3804 0.4951
C -0.7603 -4.8025 0.3282
C -0.7140 -5.3415 -0.9126
C -0.6346 -4.4779 -2.0476
C -0.5839 -3.1209 -1.9301
C -0.5900 -2.5177 -0.6387
O -0.4460 -1.2556 -0.4734
H 3.0816 -3.9631 1.2456
H 2.4870 -5.6345 1.3319
H 3.3040 -4.8994 2.7381
H 1.9530 -6.5982 3.3942
H 0.4195 -7.8440 4.8485
H -1.8062 -6.9058 5.4267
H -2.4864 -4.7203 4.4641
H -1.4283 -2.5208 3.6022
H -1.2080 -1.6447 1.5826
H -0.8666 -5.4503 1.1902
H -0.7643 -6.4143 -1.0474
H -0.6127 -4.9193 -3.0393
H -0.5222 -2.4730 -2.7954
Br -2.4549 6.0474 -2.4780
C -2.8146 4.7349 -3.7926
C -2.9041 5.1536 -5.1134
C -3.1477 4.2308 -6.1212
C -3.3068 2.8869 -5.8207
C -3.2229 2.4577 -4.5066
C -2.9763 3.3861 -3.5087
I -2.9194 2.6520 -1.5675
H -2.7768 6.2031 -5.3443
H -3.2122 4.5705 -7.1483
H -3.4941 2.1643 -6.6059
H -3.3429 1.4102 -4.2572
*
```

Relative energy (zero: lowest compared OMol25 entry of this formula, charge and spin): 8.3 kcal/mol
DFT total energy: -7797.18734 Ha
HOMO level (spin up / spin down): -0.383 / -0.387 Eh
Kohn-Sham gap (spin up / spin down): 7.57 / 7.65 eV



Computed, not measured: a structure of composition C19H10ClIN3O6Re, with wB97M-V/def2-TZVPD.

Structure (ORCA input):
```
! RIJCOSX wB97M-V def2-TZVPD def2/J DEFGRID3
* xyz 1 2
Re -0.7101 0.3726 0.1962
O -1.5261 -4.2508 3.7033
C -0.8707 -3.2949 4.3538
O -0.5334 -3.4103 5.4946
C -0.5674 -2.0295 3.6079
C 0.1243 -0.9336 4.1475
Cl 0.8029 -0.7124 5.6641
N 0.2165 0.0257 3.2098
N -0.3945 -0.3813 2.0854
C -0.8691 -1.6075 2.3189
C -1.5706 -2.1814 1.1579
O -2.0612 -3.2638 1.0875
O -1.5530 -1.3288 0.0757
C 0.8081 1.3369 3.3091
C 2.0956 1.5275 2.8389
C 2.6466 2.7977 2.9297
C 1.9139 3.8346 3.4900
C 0.6252 3.6172 3.9623
C 0.0587 2.3558 3.8744
H -1.7463 -4.0272 2.7791
H 2.6564 0.7057 2.4138
H 3.6509 2.9705 2.5688
H 2.3531 4.8201 3.5664
H 0.0632 4.4276 4.4058
H -0.9405 2.1619 4.2426
N 2.3824 0.4347 -0.4627
C 1.2503 0.4181 -0.2291
I -3.6969 7.7441 -3.3057
C -3.0196 5.9570 -2.5211
C -2.9760 5.7902 -1.1361
C -2.5259 4.5986 -0.6102
C -2.1193 3.5745 -1.4747
C -2.1660 3.7456 -2.8642
C -2.6159 4.9384 -3.3857
C -1.6551 2.3343 -0.9449
O -1.5465 2.1141 0.3669
O -1.2879 1.3150 -1.6077
H -3.2939 6.5894 -0.4823
H -2.4869 4.4534 0.4607
H -1.8474 2.9438 -3.5167
H -2.6561 5.0852 -4.4553
*
```

Relative energy (zero: lowest compared OMol25 entry of this formula, charge and spin): 0.0 kcal/mol
DFT total energy: -2181.68463 Ha
HOMO level (spin up / spin down): -0.443 / -0.443 Eh
Kohn-Sham gap (spin up / spin down): 6.35 / 5.96 eV



Question: Which value of relative energy (zero: lowest compared OMol25 entry of this formula, charge and spin) does entry 1 give?
Answer: 8.3 kcal/mol